1.
Here is 2 unconnected molecules or ions with the total composition C4H9N3O at a distorted geometry from OMol25. Energies are from ωB97M-V/def2-TZVPD.

Geometry (Å):
O  -1.28439  -1.70628  -1.92687
N  0.95646  -1.48238  -1.44402
N  1.80722  0.69546  -0.26827
N  0.75645  1.32414  0.17713
C  -1.51020  0.87741  1.42831
C  -0.64013  -0.43311  1.55223
C  -0.23533  -0.99009  -1.89237
C  -0.25585  0.69350  0.68689
H  -2.41615  0.84911  0.88400
H  1.44350  -0.61012  -1.09967
H  0.70716  2.32236  0.35176
H  -1.39245  1.60325  2.25220
H  -1.02533  -1.38517  0.99304
H  -0.22184  -0.08241  -2.41040
H  -0.05247  -0.70587  2.44988
H  2.42807  1.36716  -0.83239
H  0.93526  -2.33697  -0.90144

## Properties
- LUMO energy (spin up / spin down): 0.255 / 0.255 eV
- Relative energy (zero: lowest compared OMol25 entry of this formula, charge and spin): 119.6 kcal/mol
- Multiplicity: 1
- HOMO (spin up / spin down): -8.2 / -8.2 eV



2.
Here is a molecular structure, H24O12 at a distorted geometry from OMol25. Energies are from ωB97M-V/def2-TZVPD.

Geometry (Å):
O  3.29787  -0.98735  2.59828
O  -0.19275  -4.00462  2.11449
O  -3.87981  2.83612  -1.30743
O  -3.25656  3.43962  0.95223
O  -2.11465  -2.43896  0.34525
O  3.41726  0.27973  -2.57854
O  2.56787  0.10183  1.30814
O  -2.56603  0.90098  0.38012
O  0.99623  -1.98633  -3.04862
O  3.04649  1.54740  1.97947
O  -1.05232  -0.45270  -3.14091
O  -0.04591  0.82791  0.45556
H  3.68896  1.72185  1.24626
H  -2.38204  -3.13331  -0.21811
H  -0.99842  -1.01744  -2.43859
H  3.45058  -0.59525  -2.13372
H  -2.86652  0.91084  1.35279
H  -2.82841  4.38699  1.01823
H  2.12845  -0.76344  0.99143
H  -4.47882  2.11979  -1.56007
H  3.50943  1.76842  2.81315
H  -0.55971  0.54990  -0.33326
H  -0.38274  -4.52205  2.90989
H  0.92116  -2.86403  -3.20457
H  4.19327  -0.88916  3.00484
H  -3.50077  3.16141  -2.11393
H  1.53146  -1.53108  -3.72001
H  -1.92074  -0.00685  -2.97312
H  0.06812  -3.13558  2.38665
H  -2.25406  -0.00512  0.29384
H  2.75424  -0.51335  3.15197
H  -2.80293  -1.75252  0.32756
H  2.15505  0.71145  0.67896
H  -3.01897  3.21900  0.06767
H  -0.67675  1.27792  0.91534
H  2.52864  0.39250  -2.92759

## Properties
- LUMO energy: -0.026 eV
- Relative energy (zero: lowest compared OMol25 entry of this formula, charge and spin): 236.8 kcal/mol
- Multiplicity: 1
- HOMO: -7.3 eV



3.
Here is a molecular structure, C15H24N9OReSi from OMol25. Energies are from ωB97M-V/def2-TZVPD.

Geometry (Å):
Re  -0.27535  0.36670  0.03707
Si  -1.64485  -1.80137  0.65178
O  -1.97649  1.07750  -0.99717
N  5.02884  -0.37113  2.77194
N  2.87333  0.40135  2.78070
N  1.45863  0.17503  -3.81358
N  -0.64581  1.14041  -4.24560
N  -0.20933  0.43553  -2.16344
N  1.51571  -0.14044  0.91679
N  2.31277  -1.66878  -0.65766
N  3.69696  -1.04227  1.04142
N  -0.49910  1.17944  1.92025
C  -1.83402  1.50682  -3.47227
C  -0.50548  -2.73354  1.75674
C  0.67129  1.91288  3.86481
C  -0.51908  1.45197  -5.67654
C  -1.41826  1.01059  -2.13242
C  0.62528  1.22389  2.68023
C  0.25818  0.57840  -3.46231
C  -1.94061  -2.56040  -1.00080
C  -0.47519  2.58141  4.28995
C  -1.62268  2.53839  3.51236
C  -3.15656  -1.13816  1.45773
C  -1.60696  1.83163  2.32619
C  2.53100  -0.95001  0.45810
C  1.77197  0.46390  2.12722
C  3.86383  -0.34397  2.17618
H  -3.85206  -1.98003  1.56146
H  -1.06518  -3.58376  2.16559
H  2.07533  -0.24034  -3.13325
H  -0.46616  3.13228  5.22174
H  5.78663  -0.91077  2.37914
H  -2.47528  1.76955  1.68375
H  -2.34480  -3.56417  -0.82093
H  1.81375  0.30569  -4.74871
H  -2.68750  -2.00816  -1.57345
H  -2.96740  -0.75105  2.45928
H  -3.66341  -0.38509  0.85162
H  -1.04054  -2.68818  -1.60526
H  -2.52783  3.04630  3.81513
H  1.58796  1.91685  4.43820
H  1.38054  -1.86310  -0.98005
H  5.17162  0.13187  3.63493
H  -0.28681  2.50602  -5.81534
H  -1.45795  1.20958  -6.16877
H  -0.16204  -2.14165  2.60641
H  -2.01048  2.58563  -3.46257
H  3.04048  -2.31953  -0.91935
H  -2.73854  1.00922  -3.83185
H  0.25762  0.84066  -6.12890
H  0.35402  -3.14360  1.22351

## Properties
- LUMO energy (spin up / spin down): -9.879 / -10.630 eV
- Multiplicity: 4
- Total charge: +3
- HOMO (spin up / spin down): -18.3 / -18.3 eV



4.
Here is a molecular structure, C20H28Cl5O6STi at a distorted geometry from OMol25. Energies are from ωB97M-V/def2-TZVPD.

Geometry (Å):
Ti  -0.85083  -0.02490  0.26454
Cl  2.17649  -4.93882  2.20856
Cl  2.95494  -1.90819  1.93284
Cl  -3.04878  -0.41662  -0.02217
Cl  -0.71944  -5.88708  1.57968
Cl  -2.92709  -3.81222  0.76232
S  0.29547  -2.28573  -1.73011
O  -1.58263  2.33448  1.00474
O  0.79235  1.10299  1.86686
O  0.70184  1.57663  -0.69232
O  -1.57076  0.19914  2.59014
O  -0.17280  -0.84481  -1.51172
O  -1.64473  1.45271  -1.63691
C  1.33779  -2.44074  1.60236
C  -2.46604  2.53625  -1.21759
C  1.80207  -2.74790  -3.93041
C  0.53569  1.21187  3.25398
C  -2.31568  2.49759  2.21569
C  -2.64283  1.11879  2.77829
C  0.36021  -2.42794  -3.55777
C  2.11882  -2.21204  -1.59062
C  -1.31835  -3.30694  1.06582
C  0.69720  2.01625  -2.04173
C  2.66472  -1.92305  -2.98089
C  0.35772  -1.57487  1.17039
C  -0.32563  -4.21800  1.45802
C  -0.89161  -2.00172  0.96236
C  1.96336  1.73293  -0.05016
C  -1.84617  3.26709  -0.04156
C  -0.68732  1.72509  -2.64223
C  1.68292  2.08467  1.38886
C  0.98475  -3.78911  1.73532
C  -0.55087  0.20008  3.58089
H  1.99369  -2.51618  -4.97743
H  -1.00903  2.56032  -3.26588
H  -2.52219  4.05526  0.29366
H  0.04122  -1.45333  -3.92660
H  0.22093  2.23340  3.49534
H  3.72002  -2.18420  -3.05026
H  2.56058  -0.85935  -3.21068
H  1.46546  1.48897  -2.61500
H  -0.97183  0.40400  4.56673
H  -3.47713  0.69169  2.23066
H  0.92519  3.08611  -2.06299
H  -2.90083  1.19906  3.83603
H  1.43953  0.98057  3.82514
H  -1.71069  3.07977  2.91669
H  -3.40667  2.08626  -0.90771
H  -2.64315  3.23118  -2.04163
H  -0.13009  -0.80375  3.57457
H  -0.63872  0.82941  -3.25463
H  2.52393  0.79480  -0.10553
H  -0.35446  -3.18635  -3.87076
H  1.22132  3.07743  1.45623
H  2.61441  2.08226  1.96280
H  2.43962  -3.18643  -1.21773
H  -3.25555  3.02574  2.04395
H  2.54235  2.52963  -0.52101
H  2.34324  -1.45539  -0.84267
H  1.99910  -3.81142  -3.78084
H  -0.89502  3.72469  -0.32586

## Properties
- LUMO energy: -2.739 eV
- Relative energy (zero: lowest compared OMol25 entry of this formula, charge and spin): 8.1 kcal/mol
- Multiplicity: 1
- Total charge: +1
- HOMO: -10.9 eV



5.
Here is a molecular structure, C10H14Si at a distorted geometry from OMol25. Energies are from ωB97M-V/def2-TZVPD.

Geometry (Å):
Si  -0.72114  -0.76856  0.36004
C  -0.10767  -2.90857  -0.41149
C  -0.02866  1.89122  0.69595
C  -0.09387  0.87831  -0.32787
C  0.44029  1.09279  -1.56697
C  0.77868  -1.93391  0.36781
C  0.60054  3.11469  0.37100
C  1.11150  2.27853  -1.78227
C  -1.23403  -0.53841  2.19406
C  -1.28900  -2.02912  -0.86914
C  1.11298  3.28893  -0.85034
H  -1.74992  0.44242  2.46380
H  1.64247  2.22545  -2.72355
H  0.94453  -2.15178  1.41228
H  -1.96819  -1.32492  2.35814
H  -1.03784  -1.62275  -1.86190
H  1.58869  -1.56441  -0.24113
H  1.67150  4.15081  -1.15978
H  -0.46057  -0.71552  2.90603
H  -0.21954  1.63224  1.73092
H  -0.45212  -3.66878  0.31459
H  0.42841  0.41651  -2.45653
H  0.82107  3.82077  1.11615
H  0.49874  -3.45990  -1.14622
H  -2.27684  -2.54603  -0.89359

## Properties
- LUMO energy: 0.831 eV
- Relative energy (zero: lowest compared OMol25 entry of this formula, charge and spin): 48.2 kcal/mol
- Multiplicity: 1
- HOMO: -8.7 eV



6.
Here is 2 unconnected molecules or ions with the total composition C3H9NO3 at a distorted geometry from OMol25. Energies are from ωB97M-V/def2-TZVPD.

Geometry (Å):
O  -0.41036  -0.40056  -3.15703
O  2.34447  -1.43198  -0.57854
O  -2.23543  1.38289  1.62880
N  0.43384  -0.43965  0.18129
C  -1.03065  1.30995  0.88735
C  1.76714  -0.81535  0.28201
C  -0.24995  0.10221  1.31473
H  -1.21649  1.17131  -0.18549
H  -0.52584  2.27394  0.92946
H  2.35720  -0.48767  1.15441
H  -0.84561  -0.60189  1.90121
H  -0.37261  -0.90088  -3.98766
H  -2.11689  1.81309  2.49303
H  0.47311  0.29279  2.16492
H  -0.09178  -0.75114  -0.65483
H  -1.10373  0.23819  -3.36718

## Properties
- LUMO energy (spin up / spin down): -4.017 / -9.296 eV
- Relative energy (zero: lowest compared OMol25 entry of this formula, charge and spin): 29.5 kcal/mol
- Multiplicity: 2
- Total charge: +1
- HOMO (spin up / spin down): -15.4 / -15.3 eV



7.
Here is a molecular structure, C32H27N5O2RuS2 at a distorted geometry from OMol25. Energies are from ωB97M-V/def2-TZVPD.

Geometry (Å):
Ru  -0.35437  -0.09355  -1.49414
S  -1.51096  2.24175  -1.19951
S  -0.17920  -2.47898  -2.60571
O  -4.04913  1.64056  -1.16107
O  -2.62670  -0.08033  -1.37100
N  -3.70121  2.27852  -6.53422
N  2.12425  -0.14470  0.79403
N  0.84877  -0.21153  2.70357
N  -0.19150  -0.26453  0.60876
N  -4.63958  -1.63744  -6.91516
C  3.64867  0.41950  -3.04967
C  4.06468  0.27650  5.35102
C  1.94573  -0.02196  3.57361
C  3.95758  -0.00627  -0.70850
C  -2.05598  -1.82705  -4.57837
C  4.49031  0.20733  -1.96738
C  -3.13523  1.47091  -5.94270
C  -2.81145  1.13121  -1.25477
C  -2.73779  -0.88148  -5.32988
C  -3.85424  -0.13726  2.69476
C  2.71113  1.15264  3.53481
C  4.87631  -0.22518  0.47117
C  -1.07281  -1.42400  -3.67390
C  2.21547  -1.00339  4.52344
C  -1.86272  0.95391  1.92462
C  2.37158  2.29557  2.61256
C  -1.45942  0.86204  -4.25862
C  -0.78476  -0.07009  -3.47108
C  1.67553  0.15743  -1.62386
C  3.26417  -0.85424  5.41475
C  2.55951  0.00294  -0.55337
C  -3.78865  -1.29804  -6.22090
C  -5.13379  0.70662  -1.19630
C  -2.42474  0.47505  -5.18694
C  -2.20875  -1.38575  1.42111
C  0.89120  -0.18978  1.32241
C  -3.41469  -1.31773  2.11233
C  3.77947  1.26293  4.42354
C  -3.07386  1.00457  2.59997
C  -1.74358  -2.66455  0.78681
C  -1.43459  -0.22478  1.32404
C  2.27734  0.38354  -2.87138
H  -2.29692  -2.87638  -4.69508
H  -5.90725  1.10769  -0.54578
H  -1.80904  -2.60467  -0.30210
H  4.38467  2.16258  4.40261
H  -1.26891  1.92058  -4.13609
H  4.06471  0.59889  -4.03451
H  2.61700  3.24384  3.09117
H  4.63378  -1.14080  1.02100
H  5.56756  0.19777  -2.09606
H  -0.69732  -2.86803  1.02089
H  -5.50660  0.61976  -2.21669
H  1.64172  0.52493  -3.73410
H  5.90728  -0.31527  0.13147
H  2.92238  2.24503  1.67055
H  3.46415  -1.62577  6.14726
H  -1.25523  1.84308  1.82286
H  4.83842  0.61048  1.18077
H  1.31041  2.29814  2.36401
H  -4.81513  -0.27153  -0.84512
H  -4.79970  -0.11233  3.22282
H  -2.34984  -3.50703  1.12305
H  -4.02526  -2.21115  2.18717
H  4.89808  0.39590  6.03158
H  -0.00907  -0.56549  3.09501
H  2.85886  -0.20128  1.47737
H  -3.40850  1.93628  3.03886
H  1.58773  -1.88615  4.54818

## Properties
- LUMO energy (spin up / spin down): 2.159 / 2.157 eV
- Relative energy (zero: lowest compared OMol25 entry of this formula, charge and spin): 9.2 kcal/mol
- Multiplicity: 2
- Total charge: -1
- HOMO (spin up / spin down): -4.4 / -4.3 eV



| no. | total energy (a.u.) |
| --- | --- |
| 1 | -397.16002 |
| 2 | -916.94802 |
| 3 | -1520.98999 |
| 4 | -4778.72495 |
| 5 | -678.88935 |
| 6 | -399.81513 |
| 7 | -2551.26454 |